# 1
C31H42BrCaN4O2S4Si as an isolated structure. Source: the Open Molecules 2025 dataset; level of theory: wB97M-V/def2-TZVPD.

The geometry in XYZ format:
```
86
Properties=species:S:1:pos:R:3:lowdin_charge:R:1
Ca 0.166 0.130 -0.573 1.187
C 4.007 0.801 0.703 -0.497
C 3.563 -0.605 1.092 -0.484
S 1.888 -0.546 1.776 0.795
C 2.009 -1.352 3.386 -0.491
C 0.600 -1.584 3.935 -0.520
S -0.621 -0.313 3.533 0.859
C 0.154 1.198 4.146 -0.525
C -0.410 2.407 3.403 -0.521
S 0.090 2.591 1.674 0.862
C 1.820 3.056 1.892 -0.534
C 2.522 3.191 0.548 -0.515
S 2.806 1.654 -0.373 0.841
H 4.137 1.414 1.595 0.079
H 4.962 0.763 0.179 0.084
H 3.567 -1.268 0.226 0.079
H 4.252 -1.024 1.826 0.093
H 2.524 -2.310 3.304 0.090
H 2.589 -0.714 4.053 0.082
H 0.180 -2.491 3.497 0.071
H 0.657 -1.746 5.012 0.086
H -0.037 1.315 5.213 0.088
H 1.233 1.137 4.002 0.049
H -1.501 2.374 3.389 0.076
H -0.138 3.323 3.931 0.087
H 1.868 4.017 2.407 0.093
H 2.326 2.312 2.510 0.051
H 1.945 3.823 -0.131 0.076
H 3.489 3.677 0.681 0.089
C 1.072 -3.861 -0.132 -0.045
C 0.901 -3.288 -1.514 -0.352
C 0.944 -4.112 -2.616 -0.059
C 0.765 -3.535 -3.877 -0.063
C 0.572 -2.186 -4.000 -0.028
C 0.562 -1.366 -2.841 -0.458
N 0.710 -1.960 -1.608 0.002
N 0.405 -0.034 -2.833 -0.199
Si 0.336 1.101 -4.120 0.357
C 0.783 2.759 -3.352 -0.177
C -1.399 1.231 -4.811 -0.162
C 1.557 0.782 -5.502 -0.174
H 1.939 -4.522 -0.091 0.085
H 0.203 -4.458 0.154 0.084
H 1.212 -3.065 0.600 0.024
H 1.111 -5.173 -2.493 0.109
H 0.779 -4.157 -4.764 0.112
H 0.430 -1.733 -4.971 0.089
H 0.170 2.987 -2.473 0.005
H 0.630 3.571 -4.068 0.031
H 1.834 2.779 -3.049 0.012
H -2.097 1.494 -4.010 0.009
H -1.733 0.284 -5.243 0.029
H -1.477 1.998 -5.585 0.034
H 2.539 0.502 -5.113 0.036
H 1.682 1.702 -6.080 0.033
H 1.240 0.006 -6.200 0.023
C -2.050 -2.035 0.914 -0.058
O -1.954 -0.723 0.353 -0.209
C -3.129 -0.061 0.096 -0.192
C -4.379 -0.536 0.430 -0.041
C -5.499 0.218 0.089 -0.677
Br -7.208 -0.423 0.556 0.788
C -5.375 1.409 -0.586 -0.068
C -4.108 1.888 -0.930 -0.054
C -2.978 1.159 -0.569 -0.187
O -1.719 1.564 -0.861 -0.120
C -3.913 3.121 -1.693 -0.230
N -2.717 3.578 -1.990 0.156
C -2.917 4.726 -2.743 -0.192
C -1.998 5.602 -3.318 -0.006
C -2.501 6.671 -4.029 -0.076
C -3.884 6.875 -4.170 -0.077
C -4.804 6.018 -3.602 -0.010
C -4.289 4.942 -2.888 -0.174
N -4.898 3.902 -2.204 0.189
H -2.606 -2.690 0.243 0.117
H -2.524 -1.994 1.895 0.090
H -1.029 -2.394 1.011 0.067
H -4.503 -1.477 0.944 0.108
H -6.266 1.964 -0.845 0.106
H -1.811 2.460 -1.365 0.071
H -0.935 5.442 -3.208 0.103
H -1.819 7.372 -4.493 0.106
H -4.234 7.727 -4.737 0.107
H -5.868 6.179 -3.712 0.114
H -5.886 3.731 -2.134 0.161
```

LUMO energy (eV): -2.139
Energy relative to the best compared isomer or geometry (same formula, charge and spin) (kcal per mole): 0.00
HOMO (eV): -9.404
Charge: +1

---

# 2
C31H42ClKO3PSb as an isolated structure. Source: the Open Molecules 2025 dataset; level of theory: wB97M-V/def2-TZVPD.

The geometry in XYZ format:
```
80
Properties=species:S:1:pos:R:3:nbo_charge:R:1
K 0.420 0.863 -1.255 0.905
C -5.156 -0.532 -2.375 -0.625
C -4.159 -1.690 -2.408 -0.515
C -4.849 -3.040 -2.245 -0.623
Sb -2.488 -1.205 -1.095 0.945
C -3.455 -0.948 0.848 -0.503
C -4.735 -1.743 1.087 -0.623
C -2.447 -1.217 1.969 -0.639
C -1.471 -3.106 -0.817 -0.523
C -0.870 -3.534 -2.155 -0.624
C -2.230 -4.256 -0.163 -0.622
H -5.922 -0.666 -3.145 0.207
H -4.668 0.429 -2.555 0.210
H -5.670 -0.466 -1.413 0.201
H -3.683 -1.680 -3.394 0.210
H -5.271 -3.174 -1.249 0.207
H -4.168 -3.869 -2.435 0.207
H -5.672 -3.122 -2.964 0.203
H -3.698 0.119 0.858 0.209
H -4.547 -2.817 1.042 0.204
H -5.521 -1.511 0.368 0.204
H -5.125 -1.524 2.087 0.206
H -2.249 -2.288 2.062 0.203
H -2.859 -0.880 2.925 0.202
H -1.481 -0.740 1.806 0.240
H -0.656 -2.802 -0.152 0.241
H -1.647 -3.794 -2.881 0.200
H -0.237 -4.418 -2.029 0.210
H -0.252 -2.748 -2.598 0.204
H -3.095 -4.570 -0.746 0.203
H -2.581 -4.005 0.838 0.207
H -1.569 -5.124 -0.069 0.206
C -1.884 5.143 -0.021 -0.930
P -0.787 3.678 -0.111 0.768
C 0.810 4.397 -0.638 -0.254
C 0.861 5.473 -1.525 -0.254
C 2.079 5.944 -1.997 -0.209
C 3.263 5.342 -1.599 -0.202
C 3.223 4.264 -0.724 -0.201
C 2.009 3.794 -0.246 -0.259
C -0.444 3.329 1.645 -0.367
C -0.709 2.053 2.127 -0.200
C -0.419 1.720 3.445 -0.203
C 0.129 2.670 4.290 -0.197
C 0.394 3.954 3.819 -0.229
C 0.115 4.280 2.503 -0.140
H -2.156 5.456 -1.029 0.234
H -1.440 5.985 0.510 0.230
H -2.799 4.844 0.490 0.245
H -0.051 5.956 -1.854 0.209
H 2.098 6.787 -2.677 0.214
H 4.212 5.708 -1.968 0.215
H 4.138 3.781 -0.405 0.224
H 2.012 2.952 0.439 0.245
H -1.127 1.300 1.469 0.225
H -0.618 0.717 3.800 0.221
H 0.360 2.413 5.316 0.216
H 0.829 4.694 4.479 0.215
H 0.347 5.271 2.130 0.205
C 6.578 -1.456 0.722 -0.624
C 5.534 -2.145 -0.108 -0.065
C 5.854 -2.800 -1.285 -0.222
C 4.865 -3.416 -2.041 -0.048
Cl 5.302 -4.225 -3.521 -0.022
C 3.549 -3.387 -1.637 -0.233
C 3.212 -2.733 -0.456 -0.306
C 4.196 -2.117 0.309 0.387
O 3.959 -1.459 1.474 -0.498
C 2.604 -1.263 1.834 -0.186
C 1.813 -0.425 0.812 0.752
O 2.438 0.444 0.172 -0.783
O 0.586 -0.705 0.730 -0.833
H 7.562 -1.554 0.265 0.209
H 6.616 -1.873 1.730 0.224
H 6.340 -0.396 0.830 0.229
H 6.883 -2.830 -1.620 0.221
H 2.784 -3.865 -2.234 0.222
H 2.172 -2.706 -0.160 0.227
H 2.623 -0.723 2.781 0.210
H 2.093 -2.216 1.991 0.184
```

LUMO energy (eV): 0.001
HOMO (eV): -7.871
Charge: 0

---

# 3
A 7-piece molecular cluster, C31H42FN7O overall. Source: the Open Molecules 2025 dataset; level of theory: wB97M-V/def2-TZVPD.

The geometry in XYZ format:
```
82
Properties=species:S:1:pos:R:3:lowdin_charge:R:1
O -1.364 -2.653 4.668 -0.068
C -0.256 -2.874 3.955 -0.266
C 1.235 -2.202 4.097 -0.052
C 1.841 -2.360 2.572 -0.276
C 2.356 -1.035 1.756 -0.182
C 1.167 -0.051 1.202 -0.174
C 0.253 -0.680 -0.005 -0.118
F -1.024 -1.228 0.589 -0.180
C 0.922 -3.493 1.821 -0.153
N -0.194 -3.863 2.813 0.020
H 1.348 -1.171 4.657 0.137
H 1.847 -3.044 4.673 0.136
H 2.873 -2.922 2.782 0.130
H 3.004 -0.393 2.526 0.123
H 3.126 -1.334 0.897 0.125
H 0.517 0.384 2.103 0.133
H 1.715 0.905 0.745 0.114
H -0.081 0.196 -0.716 0.124
H 0.755 -1.555 -0.602 0.118
H 0.623 -3.363 0.696 0.113
H 1.637 -4.449 1.802 0.123
H -1.165 -3.776 2.406 0.134
C -4.684 -4.298 7.899 -0.127
C -3.546 -4.688 8.646 -0.128
C -2.465 -4.011 8.128 -0.145
N -2.909 -3.230 7.093 0.005
C -4.262 -3.395 6.950 -0.141
H -5.702 -4.639 8.040 0.086
H -3.519 -5.386 9.472 0.086
H -1.419 -4.019 8.407 0.102
H -2.329 -2.627 6.525 0.102
H -4.807 -2.857 6.185 0.105
C -4.161 1.604 -1.599 -0.103
C -3.580 0.794 -0.593 -0.100
C -3.190 -0.384 -1.190 -0.141
N -3.518 -0.314 -2.519 -0.015
C -4.106 0.897 -2.778 -0.161
H -4.573 2.597 -1.475 0.094
H -3.460 1.043 0.453 0.096
H -2.709 -1.263 -0.784 0.095
H -3.352 -1.042 -3.202 0.147
H -4.435 1.150 -3.777 0.108
C 6.763 1.034 2.914 -0.117
C 6.697 -0.328 3.291 -0.120
C 6.617 -1.071 2.134 -0.152
N 6.627 -0.204 1.073 -0.002
C 6.721 1.082 1.538 -0.144
H 6.834 1.889 3.574 0.092
H 6.708 -0.725 4.298 0.091
H 6.552 -2.139 1.976 0.104
H 6.574 -0.471 0.098 0.147
H 6.749 1.918 0.853 0.106
C 1.709 5.654 0.233 -0.115
C 2.902 4.926 0.453 -0.117
C 2.630 3.968 1.404 -0.156
N 1.315 4.096 1.769 -0.003
C 0.744 5.118 1.056 -0.141
H 1.568 6.479 -0.452 0.091
H 3.858 5.083 -0.031 0.090
H 3.258 3.209 1.851 0.100
H 0.840 3.524 2.456 0.144
H -0.297 5.376 1.196 0.106
C 1.074 0.257 -5.016 -0.117
C 0.686 1.486 -5.599 -0.119
C -0.630 1.705 -5.260 -0.148
N -1.052 0.648 -4.496 0.019
C -0.018 -0.238 -4.337 -0.150
H 2.045 -0.217 -5.082 0.089
H 1.301 2.142 -6.202 0.092
H -1.302 2.519 -5.497 0.110
H -1.980 0.538 -4.109 0.099
H -0.147 -1.142 -3.758 0.099
C -4.495 1.508 -8.599 -0.117
C -3.358 1.119 -7.853 -0.121
C -2.276 1.796 -8.370 -0.144
N -2.720 2.576 -9.406 0.000
C -4.074 2.412 -9.549 -0.144
H -5.513 1.168 -8.458 0.090
H -3.330 0.420 -7.027 0.084
H -1.231 1.788 -8.092 0.097
H -2.141 3.180 -9.974 0.148
H -4.619 2.949 -10.313 0.105
```

LUMO energy (eV): 0.249
HOMO (eV): -7.647
Charge: 0

---

# 4
C31H42IN7ORbS2 as an isolated structure. Source: the Open Molecules 2025 dataset; level of theory: wB97M-V/def2-TZVPD.

The geometry in XYZ format:
```
85
Properties=species:S:1:pos:R:3:lowdin_charge:R:1
Rb -0.246 -0.866 0.389 0.651
C -2.645 -1.920 -2.549 -0.178
C -3.251 -0.628 -1.889 -0.209
N -3.422 -0.676 -0.421 -0.094
C -4.425 -1.628 0.068 -0.211
C -3.984 -3.128 0.089 -0.215
N -2.752 -3.275 0.888 -0.077
C -2.237 -4.603 1.228 -0.231
C -1.952 -5.540 0.052 -0.175
C -0.505 -5.562 -0.387 -0.271
N 0.054 -4.381 -0.961 -0.076
C 0.137 -4.235 -2.395 -0.217
C 0.794 -2.878 -2.769 -0.189
N -0.110 -1.719 -2.426 -0.112
C -1.326 -1.641 -3.330 -0.204
H -3.493 -2.379 -3.105 0.115
H -2.352 -2.573 -1.761 0.049
H -4.154 -0.360 -2.478 0.109
H -2.532 0.206 -1.994 0.116
H -3.588 0.268 -0.068 0.096
H -5.346 -1.611 -0.548 0.107
H -4.704 -1.384 1.132 0.125
H -3.708 -3.418 -0.927 0.075
H -4.849 -3.675 0.466 0.107
H -2.767 -2.768 1.764 0.100
H -2.895 -5.017 1.984 0.096
H -1.293 -4.447 1.808 0.092
H -2.623 -5.374 -0.837 0.120
H -2.189 -6.546 0.472 0.115
H -0.368 -6.398 -1.076 0.105
H 0.083 -5.883 0.503 0.123
H 0.860 -4.089 -0.436 0.107
H -0.928 -4.246 -2.766 0.119
H 0.798 -5.073 -2.832 0.130
H 0.949 -2.894 -3.844 0.102
H 1.719 -2.810 -2.218 0.107
H 0.493 -0.896 -2.616 0.084
H -1.276 -2.415 -4.133 0.103
H -1.404 -0.666 -3.854 0.117
C 1.050 3.507 -3.320 -0.066
C 1.496 2.859 -2.064 -0.290
N 0.750 3.110 -0.995 0.013
N 1.235 2.982 0.231 -0.100
C 0.374 2.823 1.238 -1.208
S -1.106 1.987 1.148 0.308
S 0.583 3.642 2.770 0.823
C 1.870 4.818 2.329 -0.452
C 1.319 6.199 1.882 -0.269
C 1.347 7.221 2.827 -0.083
C 0.857 8.482 2.526 -0.105
C 0.301 8.748 1.249 -0.102
C 0.199 7.703 0.320 -0.083
C 0.787 6.464 0.623 -0.032
C 2.754 2.010 -1.979 -0.095
C 3.993 2.464 -2.465 -0.083
C 5.134 1.722 -2.264 -0.174
C 5.125 0.485 -1.662 -0.165
C 3.959 -0.070 -1.251 -0.059
C 2.735 0.682 -1.324 -0.376
O 1.586 0.149 -1.024 -0.370
H 1.630 3.309 -4.211 0.060
H 0.049 3.051 -3.467 0.079
H 0.972 4.601 -3.180 0.073
H 2.561 4.916 3.188 0.067
H 2.439 4.411 1.499 0.062
H 1.812 6.995 3.821 0.117
H 0.823 9.219 3.339 0.093
H 0.019 9.749 1.007 0.077
H -0.236 7.873 -0.647 0.090
H 0.786 5.749 -0.223 0.111
H 4.043 3.450 -2.924 0.101
H 6.076 2.170 -2.617 0.085
H 6.082 0.028 -1.469 0.086
H 3.911 -1.101 -0.832 0.104
I -0.756 -5.230 5.368 0.850
C -0.066 -3.388 4.660 -0.726
C -0.200 -2.291 5.500 -0.149
C 0.440 -1.109 5.159 -0.040
C 0.964 -1.036 3.874 -0.135
N 0.982 -2.059 3.040 0.024
C 0.576 -3.252 3.450 -0.240
H -0.753 -2.367 6.441 0.098
H 0.630 -0.345 5.886 0.107
H 1.387 -0.067 3.459 0.145
H 0.919 -4.139 2.858 0.117
```

LUMO energy (eV): 1.517
Energy relative to the best compared isomer or geometry (same formula, charge and spin) (kcal per mole): 0.00
HOMO (eV): -3.172
Charge: -1